1.
106
Properties=species:S:1:pos:R:3:forces:R:3 method="wB97M-V/def2-TZVPD" homo_lumo_gap_ev="6.7 / 6.3" total_energy_ha=-3522.63466 charge=+3 lumo_ev="-7.6 / -7.9" spin_multiplicity=4
Cr 0.100 0.351 0.938 -0.1852 0.2016 -0.0529
C -2.095 1.333 2.788 -0.0028 0.0413 -0.0306
C -1.019 1.806 3.756 0.0125 -0.0611 -0.0091
C 0.083 2.592 3.096 -0.0253 -0.0046 -0.0217
C 0.509 3.768 3.695 0.0463 0.0621 -0.0239
C 1.417 4.591 3.052 -0.0310 -0.0221 0.0123
C 1.853 4.228 1.788 0.0391 0.0361 0.0249
C 1.411 3.040 1.257 0.0875 -0.1277 -0.0114
N 0.573 2.198 1.899 -0.0593 -0.0512 -0.0107
N -1.700 0.117 2.035 0.0119 0.0309 -0.0036
C -1.553 -1.034 2.974 0.0406 -0.0394 -0.0432
C -0.134 -1.226 3.402 -0.0183 0.1287 -0.0358
C 0.182 -1.916 4.553 0.0320 -0.0300 0.0477
C 1.518 -2.119 4.867 -0.0105 -0.0009 0.0021
C 2.484 -1.646 3.998 -0.0210 -0.0297 0.0586
C 2.090 -0.981 2.856 -0.0627 -0.0131 -0.0599
N 0.802 -0.733 2.569 0.0550 -0.1610 -0.0542
C -2.736 -0.245 1.037 0.0634 0.0564 -0.0591
C -2.163 -1.336 0.176 -0.0019 0.0637 -0.0020
C -2.950 -2.287 -0.434 -0.0272 -0.0509 -0.0812
C -2.342 -3.269 -1.209 0.0187 0.0221 0.0214
C -0.961 -3.280 -1.312 -0.0929 0.0075 0.0007
C -0.229 -2.307 -0.656 0.1502 -0.0027 0.0307
N -0.817 -1.333 0.058 0.0169 -0.0055 0.0815
H -2.322 2.115 2.062 -0.0105 0.0030 -0.0107
H -3.017 1.118 3.335 -0.0082 -0.0211 0.0042
H -0.611 0.977 4.337 -0.0027 -0.0095 0.0010
H -1.496 2.461 4.484 -0.0048 0.0087 0.0046
H 0.100 4.046 4.657 0.0021 -0.0030 0.0014
H 1.748 5.512 3.514 0.0025 -0.0076 0.0012
H 2.527 4.851 1.217 -0.0063 -0.0014 0.0006
H 1.722 2.743 0.268 0.0484 -0.0827 -0.0302
H -1.862 -1.945 2.459 -0.0344 0.0105 0.0047
H -2.223 -0.908 3.826 0.0129 0.0269 0.0201
H -0.608 -2.283 5.194 0.0053 -0.0038 0.0003
H 1.794 -2.645 5.772 -0.0052 0.0062 -0.0018
H 3.537 -1.794 4.190 0.0024 -0.0046 -0.0149
H 2.819 -0.648 2.140 -0.1184 -0.1507 0.1006
H -2.977 0.635 0.438 -0.0155 -0.0043 0.0306
H -3.653 -0.573 1.533 0.0031 -0.0190 0.0200
H -4.024 -2.265 -0.301 0.0030 -0.0042 -0.0024
H -2.941 -4.023 -1.703 -0.0014 0.0084 -0.0014
H -0.442 -4.037 -1.881 0.0027 -0.0028 0.0030
H 0.855 -2.321 -0.660 -0.0487 0.0397 0.0062
N 3.104 -0.123 -1.964 0.0653 0.1813 -0.0583
C 1.887 -0.063 -1.441 0.0360 0.0774 -0.0014
N 1.880 0.355 -0.183 -0.0141 -0.1940 0.1749
C 3.245 0.556 0.137 -0.0468 0.1468 -0.0890
C 3.888 1.029 1.287 0.0243 0.1763 -0.0875
C 5.263 1.143 1.260 -0.0305 0.0145 0.0316
C 6.012 0.812 0.120 0.0180 -0.0302 -0.0177
C 5.396 0.365 -1.027 0.0141 -0.0178 -0.0226
C 4.011 0.250 -0.989 -0.1155 -0.0196 -0.0041
H 3.320 -0.481 -2.882 -0.0117 -0.0322 0.0465
H 1.015 -0.325 -2.012 0.0120 -0.0057 0.0068
H 3.346 1.302 2.180 -0.0129 0.1036 -0.0238
H 5.779 1.507 2.138 -0.0074 -0.0024 -0.0023
H 7.087 0.925 0.143 -0.0060 0.0076 -0.0054
H 5.958 0.130 -1.921 0.0019 0.0082 0.0031
C -7.603 3.399 -1.429 0.0262 -0.0034 -0.0297
C -6.516 3.104 -2.426 -0.0225 0.0240 0.0188
C -5.974 1.831 -2.561 0.0011 -0.0325 0.0133
C -4.989 1.552 -3.500 -0.0172 -0.0829 -0.0119
C -4.504 2.566 -4.312 -0.0088 -0.0061 0.0618
N -3.496 2.344 -5.294 -0.0236 0.0901 -0.0487
C -2.507 1.410 -5.295 -0.0363 0.0363 -0.0036
O -2.000 0.953 -6.287 0.0246 -0.0138 0.0032
N -2.056 0.947 -4.028 0.0434 -0.0732 0.0358
C -1.780 1.658 -2.883 -0.0407 0.0989 -0.0073
C -2.001 3.031 -2.714 0.0247 -0.0235 0.0222
C -1.713 3.594 -1.489 -0.0234 0.0090 -0.0450
C -1.178 2.827 -0.470 -0.0793 0.0019 0.0667
N -0.914 1.520 -0.624 0.1924 -0.0442 0.1199
C -1.229 0.966 -1.806 -0.0275 -0.1275 -0.0147
C -5.037 3.846 -4.194 0.0129 0.0644 -0.0141
C -6.035 4.104 -3.271 0.0102 0.0168 -0.0043
H -7.972 2.487 -0.962 0.0025 -0.0012 -0.0026
H -8.446 3.895 -1.911 -0.0017 -0.0063 0.0016
H -7.245 4.064 -0.642 0.0006 0.0008 -0.0045
H -6.366 1.024 -1.952 0.0043 -0.0008 -0.0081
H -4.632 0.538 -3.625 -0.0053 0.0189 0.0039
H -3.676 2.712 -6.219 -0.0165 -0.0612 0.0024
H -1.547 0.085 -4.155 0.0167 0.0246 -0.0075
H -2.383 3.637 -3.521 -0.0028 -0.0092 -0.0016
H -1.893 4.646 -1.316 -0.0012 -0.0030 -0.0096
H -0.963 3.277 0.485 0.0061 -0.0222 -0.0332
H -1.062 -0.097 -1.919 0.0021 0.0509 0.0112
H -4.678 4.637 -4.843 -0.0078 -0.0028 0.0096
H -6.456 5.100 -3.211 0.0118 -0.0017 -0.0069
O 3.137 -2.879 -1.297 -0.0302 -0.0343 -0.0482
C 3.134 -3.123 -0.064 0.0593 -0.1916 -0.0762
O 2.328 -2.720 0.789 0.1923 0.0199 0.1232
C 4.253 -4.081 0.418 -0.1381 0.0295 0.0564
N 5.019 -4.502 -0.811 0.0229 0.0059 -0.0641
C 4.843 -5.987 -0.991 0.0142 -0.0397 0.0445
C 4.611 -6.484 0.426 -0.0470 0.0280 0.0067
C 3.735 -5.388 1.041 0.0586 -0.0098 -0.0166
H 4.929 -3.549 1.084 0.0138 0.0128 0.0084
H 6.004 -4.257 -0.750 -0.0017 -0.0047 0.0072
H 4.557 -3.937 -1.558 0.0156 -0.0195 0.0162
H 5.714 -6.400 -1.491 -0.0044 0.0027 -0.0155
H 3.966 -6.132 -1.620 -0.0146 0.0109 -0.0019
H 5.560 -6.573 0.958 0.0080 0.0178 -0.0003
H 4.135 -7.461 0.436 0.0064 0.0001 -0.0015
H 3.799 -5.361 2.126 -0.0070 0.0015 -0.0016
H 2.687 -5.533 0.778 -0.0025 -0.0033 -0.0223


2.
110
Properties=species:S:1:pos:R:3:forces:R:3 method="wB97M-V/def2-TZVPD" homo_lumo_gap_ev=9.5 total_energy_ha=-3541.66340 lumo_ev=0.3 spin_multiplicity=1
N 3.467 -1.903 3.127 0.4346 -0.0593 -0.0632
C 3.087 -0.679 2.768 -0.4204 -0.0123 -0.8561
C 3.492 -0.085 1.576 -0.1587 0.7857 -0.1674
C 4.511 -0.642 0.859 1.2595 -1.1231 -0.3063
C 5.001 -1.885 1.261 -0.3782 0.3877 0.3793
C 4.394 -2.495 2.351 0.2307 0.3369 -0.0543
H 2.382 -0.097 3.350 -0.1120 -0.5573 0.4055
H 3.037 0.821 1.187 0.0062 0.1796 0.4926
H 5.031 -0.173 0.033 -0.4819 0.2473 -0.1479
H 5.852 -2.339 0.772 -0.1117 -0.1275 -0.0963
H 4.747 -3.487 2.609 -0.2845 -0.0630 0.3740
N 0.707 1.068 6.016 -0.1227 0.8948 0.0625
C 1.792 1.656 5.526 -0.0741 -0.3126 -0.7989
C 1.832 2.235 4.248 -0.0389 0.1720 1.0475
C 0.649 2.319 3.552 -0.5015 0.1686 -1.1512
C -0.526 1.799 4.076 -0.0042 0.1131 0.9263
C -0.441 1.221 5.322 0.6012 -0.3289 1.1038
H 2.678 1.694 6.150 0.0215 -0.3206 0.0414
H 2.762 2.682 3.923 -0.0986 0.0465 -0.2682
H 0.565 2.820 2.593 0.3897 0.0118 0.0004
H -1.506 1.932 3.638 0.1268 0.0210 -0.3298
H -1.287 0.950 5.947 -0.3396 -0.3230 -0.6061
N -1.427 6.979 0.223 -0.0007 0.1233 -0.9281
C -1.440 5.658 0.387 0.0497 -0.1567 -0.3956
C -2.523 4.864 0.021 -0.0874 -0.0983 -0.7840
C -3.596 5.481 -0.598 -0.0858 0.3686 0.4324
C -3.560 6.846 -0.854 -0.1794 -0.3468 -0.0931
C -2.427 7.553 -0.475 0.1620 -0.3332 1.4595
H -0.495 5.236 0.718 -0.2043 -0.1309 0.4781
H -2.555 3.782 0.036 0.3975 -0.0026 0.5515
H -4.487 4.911 -0.826 0.0641 -0.0631 -0.1957
H -4.448 7.266 -1.309 0.2904 0.4689 -0.1236
H -2.297 8.624 -0.547 -0.3599 0.0920 -0.4103
N -3.695 2.104 -2.371 0.7691 0.3128 0.0660
C -4.597 2.348 -3.320 -0.2152 -0.5940 0.5870
C -4.297 2.492 -4.657 0.3317 0.2743 -0.3246
C -2.956 2.487 -5.038 -0.9084 0.6870 0.4385
C -2.008 2.285 -4.047 0.4914 0.4146 -0.9020
C -2.400 2.114 -2.734 -0.7989 -1.2291 -0.3485
H -5.623 2.341 -2.968 -0.0437 0.1168 -0.1371
H -5.089 2.658 -5.375 0.0224 0.0096 -0.0167
H -2.723 2.803 -6.046 0.3456 -0.4740 -0.0873
H -0.966 2.301 -4.344 0.0779 -0.0741 0.3031
H -1.673 1.739 -2.026 0.0159 0.5518 0.4416
N -2.312 -2.481 3.476 0.1071 -0.4277 0.0398
C -3.004 -1.803 4.386 -0.1063 -0.2815 -0.1473
C -4.200 -2.278 4.890 -0.6864 -0.0288 0.4004
C -4.682 -3.510 4.493 0.4796 -0.0913 0.0457
C -3.977 -4.216 3.526 0.0225 -0.3435 0.3828
C -2.787 -3.675 3.071 0.1474 1.2123 -0.0364
H -2.586 -0.885 4.778 0.1088 0.1244 -0.2895
H -4.801 -1.732 5.608 0.3712 0.2026 0.1019
H -5.512 -3.940 5.037 -0.2671 0.0010 -0.3987
H -4.319 -5.198 3.227 0.1246 0.0077 -0.1711
H -2.146 -4.133 2.329 -0.2215 -0.4559 -0.0536
N 2.083 4.200 0.985 0.7807 -0.4800 0.4377
C 3.229 4.590 1.578 -0.9628 -0.3703 -0.1790
C 4.474 4.309 1.050 -0.0085 0.5553 -0.9584
C 4.514 3.689 -0.199 0.4708 -0.1021 0.5152
C 3.360 3.192 -0.765 -0.5114 -0.6258 -0.0920
C 2.161 3.422 -0.105 -0.4193 1.1325 0.9230
H 3.053 5.092 2.520 0.3862 0.2652 0.0118
H 5.403 4.708 1.433 -0.1280 -0.1072 0.4458
H 5.484 3.567 -0.664 -0.0950 -0.1385 -0.1772
H 3.372 2.572 -1.652 0.0797 0.2260 -0.1024
H 1.158 3.087 -0.347 0.3173 -0.3954 -0.8249
N 4.007 -1.310 -2.982 0.7462 -0.3678 -0.3588
C 3.406 -0.197 -2.613 -0.0518 -0.7119 0.8635
C 2.029 -0.132 -2.448 -0.2941 0.6424 0.5776
C 1.256 -1.258 -2.631 0.6897 -1.0067 -0.4683
C 1.907 -2.425 -3.089 -0.4731 0.4491 -0.3913
C 3.272 -2.386 -3.271 0.1206 0.5766 -0.0571
H 4.085 0.554 -2.220 -0.2334 0.4386 -0.4763
H 1.568 0.780 -2.081 0.0372 0.0189 -0.0213
H 0.201 -1.236 -2.394 -0.0627 -0.0428 -0.1783
H 1.414 -3.320 -3.446 -0.4222 0.0290 0.5284
H 3.805 -3.238 -3.675 -0.0236 -0.0846 0.1316
N 2.907 -5.773 -2.140 -0.2593 0.4467 0.1285
C 3.464 -5.206 -1.069 0.4254 0.3747 0.3475
C 2.803 -4.965 0.128 -1.3827 -0.3105 0.2450
C 1.453 -5.300 0.197 0.3915 -0.4848 -0.6331
C 0.855 -5.910 -0.907 -0.0678 0.7245 0.6808
C 1.612 -6.085 -2.059 -0.0961 -0.0407 0.2091
H 4.479 -4.841 -1.178 0.1511 -0.3152 -0.0838
H 3.156 -4.565 1.068 0.9307 0.2885 -0.4748
H 0.929 -5.082 1.119 -0.2544 -0.1967 -0.0674
H -0.197 -6.152 -0.838 -0.0137 -0.1407 -0.3908
H 1.137 -6.440 -2.965 0.0968 -0.2304 0.0045
C 0.229 -1.543 1.126 -0.6710 0.2257 0.1046
C -0.892 -1.884 0.179 1.1006 -0.9817 -0.7025
O -1.251 -0.647 -0.427 0.1015 1.5400 0.3330
S -1.389 0.385 0.822 -0.5455 -0.7471 1.2796
O -2.675 0.199 1.412 0.3288 -0.0539 -0.1542
O -1.029 1.728 0.492 0.6875 -0.8683 -0.4081
O -0.293 -0.361 1.785 -0.4006 0.8512 -0.6203
H 1.173 -1.247 0.672 -0.0631 -0.2466 -0.3638
H 0.385 -2.396 1.785 -0.0385 0.4789 0.6108
H -1.771 -2.291 0.675 0.1275 -0.2041 0.0989
H -0.464 -2.537 -0.584 -0.5695 -0.0760 -0.1939
C -3.005 -1.404 -3.176 -0.2221 0.3384 -0.3056
C -2.065 -1.232 -4.357 -0.0048 1.1977 -0.1669
O -1.935 -2.517 -4.955 -0.2522 -1.0542 0.6209
S -2.158 -3.687 -3.852 -0.0685 -0.5105 0.1719
O -0.906 -4.257 -3.437 -0.6771 0.9220 -0.1175
O -3.169 -4.607 -4.274 0.4131 0.9872 -0.0310
O -2.735 -2.717 -2.686 0.4842 -0.7790 -0.3378
H -4.035 -1.307 -3.526 -0.0692 -0.3853 0.0980
H -2.877 -0.695 -2.363 0.2982 -0.0627 -0.0152
H -1.084 -0.813 -4.128 0.0505 -0.3102 0.2774
H -2.513 -0.545 -5.076 -0.0314 -0.2508 -0.1654